Entry 1:
{"formula": "C2H3N5O", "method": "ωB97M-V/def2-TZVPD", "symbols": ["H", "N", "C", "N", "N", "N", "C", "N", "H", "O", "H"], "positions_angstrom": [[-0.53085, 2.80589, -0.10631], [0.35112, 2.43353, -0.37661], [0.21250, 1.08109, 0.07495], [1.45822, 0.34674, 0.41425], [1.47929, -1.09538, -0.53354], [0.33698, -1.57726, -0.52895], [-0.76476, -1.01850, 0.35542], [-1.84700, -1.64789, 0.55984], [-1.92489, -2.61224, -0.04830], [-0.84124, 0.38448, 0.48029], [2.07063, 0.89953, -0.29105]], "lowdin_charge": [0.002, 0.115, -0.433, 0.065, 0.109, 0.040, -0.386, 0.161, 0.152, 0.061, 0.115], "lumo_energy_ev": -1.12, "total_energy_ha": -426.85829, "smiles": "[H]/N=c1/[nH]nn/c(=N\\[H])o1", "gap_ev": 8.641}


Entry 2:
{"formula": "C64H66BrN8O2S4Si2Ti", "method": "ωB97M-V/def2-TZVPD", "symbols": ["Ti", "O", "C", "C", "C", "C", "C", "C", "C", "O", "N", "N", "C", "C", "Br", "C", "C", "C", "C", "C", "C", "C", "H", "H", "H", "H", "H", "H", "H", "H", "H", "H", "H", "H", "H", "H", "C", "Si", "C", "C", "C", "C", "C", "C", "C", "Si", "C", "C", "H", "H", "H", "H", "H", "H", "H", "H", "H", "H", "H", "H", "H", "H", "H", "H", "N", "S", "N", "S", "N", "S", "N", "C", "C", "C", "C", "C", "C", "C", "C", "C", "C", "C", "C", "C", "C", "C", "C", "C", "C", "C", "C", "C", "C", "C", "C", "C", "C", "C", "C", "C", "C", "C", "C", "C", "C", "C", "C", "H", "H", "H", "H", "H", "H", "H", "H", "H", "H", "H", "H", "H", "H", "H", "H", "H", "H", "H", "H", "H", "H", "H", "H", "H", "H", "H", "H", "H", "H", "C", "N", "C", "N", "S", "H", "H", "H", "H", "H", "H"], "positions_angstrom": [[0.21322, 0.15551, 0.02736], [-1.95438, 5.11131, 1.55456], [-0.60218, 5.02521, 1.67756], [0.10442, 6.20791, 1.87626], [1.48212, 6.19391, 1.95456], [2.17342, 5.00141, 1.82546], [1.47582, 3.82231, 1.64686], [0.08822, 3.81291, 1.59176], [-0.65378, 2.52001, 1.29516], [0.16342, 1.42941, 1.21586], [-1.73888, 2.27891, 2.26276], [-2.28408, 1.05851, 2.23126], [-3.22118, 0.73221, 3.03836], [-3.83788, -0.56969, 3.03906], [-2.70928, -2.03999, 2.49016], [-5.07708, -0.89819, 3.44356], [-6.18008, -0.02019, 3.78126], [-6.32248, 1.26411, 3.25326], [-7.44188, 2.02111, 3.54796], [-8.44108, 1.51511, 4.36506], [-8.31818, 0.23451, 4.88256], [-7.20178, -0.52359, 4.59306], [-2.34368, 4.23881, 1.40986], [-0.45478, 7.12681, 1.94476], [2.01192, 7.12051, 2.10646], [3.25102, 4.99861, 1.85036], [2.00472, 2.88851, 1.51426], [-1.17148, 2.65331, 0.31256], [-1.77978, 2.81181, 3.13076], [-3.59488, 1.42751, 3.79916], [-5.31148, -1.95379, 3.48086], [-5.57988, 1.64411, 2.56736], [-7.54248, 3.00971, 3.12486], [-9.31348, 2.10921, 4.59396], [-9.10018, -0.17739, 5.50276], [-7.10238, -1.52089, 4.99486], [-2.60168, -0.80139, -3.75404], [-1.83698, -2.20259, -2.68394], [-2.85058, -2.20349, -1.07224], [-1.85038, -3.75679, -3.80324], [-2.81768, -4.46259, -4.49024], [-2.44698, -5.54449, -5.27514], [-1.11508, -5.90889, -5.38474], [-0.13568, -5.19669, -4.70644], [-0.49768, -4.12969, -3.90714], [0.42432, -2.96459, -2.69024], [1.31632, -4.16709, -1.48524], [1.81792, -1.83929, -3.36164], [-3.62618, -1.06619, -4.01104], [-2.06878, -0.64669, -4.68704], [-2.63508, 0.13981, -3.21544], [-3.87618, -1.88419, -1.23034], [-2.38078, -1.49199, -0.38864], [-2.87858, -3.17449, -0.58944], [-3.85868, -4.18389, -4.41124], [-3.20018, -6.10609, -5.80814], [-0.84088, -6.75219, -6.00314], [0.90372, -5.47919, -4.80754], [0.66112, -4.96819, -1.15874], [1.66432, -3.65049, -0.59754], [2.17652, -4.62899, -1.96694], [1.47672, -1.22029, -4.18374], [2.68552, -2.39219, -3.70774], [2.14042, -1.18349, -2.55334], [-0.05768, -1.63519, 0.59886], [0.85662, -2.30469, 1.55446], [2.41152, -2.46919, 1.09626], [3.04222, -1.08479, 0.59316], [2.13342, -0.02029, 0.09596], [1.57352, 1.37041, -2.15534], [0.15142, 0.94861, -1.67094], [1.82182, 3.16921, -1.80534], [3.12662, 3.62921, -1.73834], [3.37522, 4.97511, -1.52834], [2.31832, 5.85601, -1.36884], [1.01622, 5.38881, -1.40214], [0.76772, 4.04401, -1.61614], [1.47252, 1.67521, -3.96644], [2.63212, 2.06991, -4.61364], [2.62472, 2.24111, -5.98604], [1.46272, 2.00891, -6.70484], [0.31822, 1.58031, -6.05464], [0.32402, 1.40121, -4.68144], [4.06162, -0.50059, 1.97526], [3.63142, 0.62161, 2.65776], [4.35572, 1.08311, 3.74316], [5.50082, 0.41091, 4.14056], [5.92122, -0.71689, 3.45326], [5.20232, -1.17819, 2.36226], [4.28152, -1.54219, -0.62734], [4.81262, -0.51219, -1.38604], [5.77412, -0.79699, -2.33974], [6.19212, -2.10759, -2.52454], [5.64032, -3.13239, -1.77144], [4.67852, -2.85209, -0.81334], [1.04552, -1.51809, 3.17266], [2.10772, -1.86359, 3.98856], [2.27262, -1.20899, 5.19606], [1.37552, -0.22689, 5.58066], [0.32542, 0.12221, 4.74836], [0.16522, -0.51659, 3.53076], [0.30402, -3.98899, 1.90586], [-0.74178, -4.44429, 1.12326], [-1.29268, -5.68919, 1.36206], [-0.78018, -6.47909, 2.37776], [0.26802, -6.02039, 3.15826], [0.81132, -4.76629, 2.93026], [3.94862, 2.93721, -1.85384], [4.39182, 5.33661, -1.49744], [2.50722, 6.90601, -1.21434], [0.19022, 6.06981, -1.26254], [-0.24618, 3.67781, -1.63744], [3.53342, 2.23911, -4.04494], [3.52692, 2.54551, -6.49414], [1.45392, 2.14781, -7.77404], [-0.57878, 1.37561, -6.61724], [-0.54158, 1.02811, -4.15934], [2.72552, 1.10631, 2.31996], [4.03092, 1.96431, 4.27446], [6.07412, 0.76601, 4.98426], [6.81442, -1.23439, 3.76446], [5.52102, -2.05279, 1.81656], [4.44882, 0.49211, -1.21844], [6.19582, -0.00299, -2.93944], [6.94732, -2.32909, -3.26444], [5.95602, -4.15159, -1.93374], [4.22482, -3.62799, -0.21844], [2.81312, -2.61099, 3.66176], [3.10462, -1.46049, 5.83256], [1.50432, 0.27241, 6.52756], [-0.36998, 0.88881, 5.05076], [-0.61958, -0.25139, 2.83546], [-1.10418, -3.79499, 0.34526], [-2.12328, -6.03089, 0.76486], [-1.19628, -7.45539, 2.56386], [0.65702, -6.63269, 3.95786], [1.61142, -4.41149, 3.55516], [-5.09158, 3.45261, -0.80414], [-3.90878, 3.41761, -1.63084], [-2.99648, 2.42751, -1.62274], [-1.98988, 2.45581, -2.51084], [-3.03378, 1.16341, -0.52184], [-5.23048, 4.45881, -0.40554], [-4.96028, 2.74401, 0.01186], [-5.97918, 3.17411, -1.37784], [-3.87548, 4.10191, -2.37354], [-1.88558, 3.21051, -3.17454], [-1.17268, 1.82391, -2.29764]], "lowdin_charge": [0.810, 0.066, -0.274, -0.012, -0.082, -0.088, -0.024, -0.094, -0.401, -0.258, 0.004, -0.061, -0.218, -0.561, 0.885, -0.106, -0.222, -0.036, -0.076, -0.079, -0.075, -0.034, 0.083, 0.121, 0.109, 0.106, 0.096, 0.089, 0.156, 0.138, 0.098, 0.098, 0.104, 0.105, 0.106, 0.114, -0.185, 0.621, -0.265, -0.313, -0.092, -0.088, -0.088, -0.094, -0.314, 0.635, -0.182, -0.192, 0.037, 0.016, -0.031, 0.029, -0.085, 0.005, 0.102, 0.101, 0.101, 0.100, 0.022, -0.038, 0.035, 0.017, 0.032, -0.029, -0.358, 0.807, -0.361, 0.825, -0.386, 0.980, -0.480, -0.337, -0.098, -0.066, -0.073, -0.062, -0.068, -0.352, -0.082, -0.064, -0.071, -0.060, -0.088, -0.292, -0.067, -0.055, -0.061, -0.055, -0.057, -0.309, -0.068, -0.050, -0.054, -0.051, -0.071, -0.293, -0.094, -0.061, -0.053, -0.037, -0.099, -0.290, -0.127, -0.043, -0.050, -0.051, -0.045, 0.097, 0.110, 0.112, 0.116, 0.083, 0.099, 0.109, 0.107, 0.110, 0.068, 0.088, 0.116, 0.112, 0.112, 0.115, 0.095, 0.112, 0.113, 0.114, 0.108, 0.105, 0.115, 0.112, 0.110, 0.027, 0.067, 0.119, 0.113, 0.113, 0.100, -0.099, -0.051, -0.837, 0.056, 0.777, 0.087, 0.027, 0.090, 0.141, 0.114, -0.002], "charge": 1, "lumo_energy_ev": -2.16, "total_energy_ha": -8661.86530, "gap_ev": 7.557}


Entry 3:
{"formula": "C24H22F11N3SSbV", "method": "ωB97M-V/def2-TZVPD", "symbols": ["V", "N", "C", "C", "C", "C", "C", "C", "N", "C", "C", "C", "S", "C", "N", "H", "H", "H", "H", "H", "H", "H", "F", "Sb", "F", "F", "F", "F", "F", "F", "C", "F", "C", "F", "F", "F", "C", "C", "C", "C", "C", "C", "C", "H", "H", "H", "H", "H", "C", "C", "C", "C", "C", "H", "H", "H", "H", "H", "H", "H", "H", "H", "H"], "positions_angstrom": [[-1.46047, 0.86743, -0.20506], [-0.63941, 5.06745, 0.01267], [0.68980, 4.67232, -0.13365], [1.88248, 5.38301, -0.15879], [3.03624, 4.62786, -0.30102], [3.01532, 3.22884, -0.41695], [1.82367, 2.53271, -0.39503], [0.65736, 3.27662, -0.24544], [-0.66717, 2.85877, -0.16760], [-1.38767, 3.93406, -0.01252], [-2.82182, 3.76500, 0.12716], [-3.86395, 4.63087, 0.21975], [-5.33139, 3.74206, 0.30746], [-4.45265, 2.27304, 0.21447], [-3.17591, 2.43709, 0.13498], [-0.97992, 6.00120, 0.14080], [1.91172, 6.46249, -0.07099], [3.99197, 5.13776, -0.32772], [3.91963, 2.64834, -0.55784], [1.81456, 1.45442, -0.49577], [-3.85386, 5.70756, 0.22259], [-4.90638, 1.29218, 0.21509], [-0.46517, 0.50071, -1.65072], [3.73339, -0.77985, -1.08648], [3.83603, 0.34615, 0.76437], [4.31368, 1.01982, -2.00435], [5.63147, -0.96951, -0.79437], [4.08333, -1.76956, -2.85082], [3.64982, -2.61551, -0.09033], [-3.01439, -0.13578, -0.26115], [-2.27173, -2.28836, -2.35158], [-2.68926, -1.23557, -3.10985], [-3.45908, -3.11293, -1.92799], [-3.48718, -3.36498, -0.61031], [-4.61891, -2.50104, -2.23220], [-3.50516, -4.32313, -2.54503], [-0.65607, 0.37987, 1.14354], [0.00498, -0.12979, 2.32764], [-0.75861, -0.52773, 3.43332], [-0.14261, -1.03961, 4.56308], [1.24329, -1.16257, 4.60273], [2.00595, -0.77032, 3.51088], [1.39916, -0.25351, 2.37471], [-1.83745, -0.43919, 3.38078], [-0.74186, -1.35236, 5.41143], [1.72399, -1.57367, 5.48378], [3.08385, -0.87258, 3.51317], [2.03243, 0.03980, 1.53740], [-0.81402, -4.76840, -1.03984], [-0.14178, -3.43342, -1.35346], [0.30525, -2.75261, -0.05188], [1.09614, -3.69621, -2.22723], [-0.98537, -2.42957, -2.09984], [-0.06848, -5.42505, -0.58662], [-1.18668, -5.25410, -1.94488], [-1.63720, -4.66384, -0.33272], [1.03239, -3.37893, 0.46727], [-0.55263, -2.55921, 0.59916], [0.80632, -1.80744, -0.26276], [1.79363, -4.34408, -1.69595], [1.64222, -2.78061, -2.44886], [0.80977, -4.17307, -3.17114], [-0.39561, -1.60333, -2.48942]], "lowdin_charge": [0.892, 0.169, -0.187, -0.050, -0.079, -0.049, 0.023, -0.171, 0.085, -0.258, -0.289, -0.345, 1.014, -0.418, -0.012, 0.153, 0.092, 0.096, 0.086, 0.066, 0.067, 0.090, -0.394, 1.410, -0.610, -0.612, -0.497, -0.617, -0.618, -0.446, -0.179, 0.042, -0.553, 0.133, 0.128, 0.109, -0.135, -0.297, -0.072, -0.122, -0.114, -0.066, -0.024, 0.100, 0.083, 0.085, 0.108, 0.070, -0.062, -0.562, -0.045, -0.052, 0.034, 0.082, 0.076, 0.069, 0.088, 0.085, 0.049, 0.087, 0.055, 0.082, 0.128], "charge": -2, "lumo_energy_ev": 2.88, "total_energy_ha": -3773.20901, "gap_ev": 3.829}